# 1
{
  "formula": "C22H28ClNO5",
  "method": "wB97M-V/def2-TZVPD",
  "symbols": ["C", "C", "O", "C", "O", "C", "C", "C", "N", "C", "C", "O", "C", "O", "C", "O", "C", "C", "C", "C", "C", "C", "C", "Cl", "C", "C", "C", "C", "C", "H", "H", "H", "H", "H", "H", "H", "H", "H", "H", "H", "H", "H", "H", "H", "H", "H", "H", "H", "H", "H", "H", "H", "H", "H", "H", "H", "H"],
  "positions_angstrom": [[1.599663, 4.371537, -4.994868], [2.345886, 3.056508, -4.868412], [2.179581, 2.569602, -3.538003], [2.893602, 1.471798, -3.219853], [3.624390, 0.923514, -4.010406], [2.666418, 1.051349, -1.838277], [1.830221, 1.664568, -0.901693], [0.970777, 2.867857, -1.012614], [1.900507, 0.955896, 0.234528], [2.757375, -0.116514, 0.088940], [3.020389, -1.086674, 1.120735], [3.871330, -1.948899, 1.036949], [2.177358, -0.991543, 2.406156], [0.839379, -0.554124, 2.177321], [-0.127057, -1.489848, 2.137993], [0.055145, -2.647711, 2.388761], [-1.451087, -0.893990, 1.682438], [-1.397633, -0.823030, 0.146139], [-2.723468, -0.275622, -0.380249], [-2.963560, 1.122552, 0.187759], [-3.020290, 1.046544, 1.713276], [-4.163229, 0.121962, 2.137826], [-3.904563, -1.263667, 1.561528], [-5.246937, -2.357303, 2.063519], [-3.864797, -1.204105, 0.040640], [-2.596699, -1.822266, 2.103269], [-1.694125, 0.507097, 2.250181], [3.259255, -0.073976, -1.211539], [4.224434, -1.023072, -1.808183], [1.709072, 4.756731, -6.004270], [0.543635, 4.226274, -4.783109], [1.998621, 5.099122, -4.292988], [1.957212, 2.309823, -5.570568], [3.415729, 3.182596, -5.069524], [0.474356, 3.071402, -0.065459], [0.221458, 2.725698, -1.789498], [1.566004, 3.732645, -1.297897], [1.394968, 1.155816, 1.083436], [2.641704, -0.266474, 3.082250], [2.169377, -1.978274, 2.879118], [-0.574944, -0.178157, -0.170002], [-1.216265, -1.821045, -0.257862], [-2.682558, -0.227650, -1.473178], [-2.159976, 1.793476, -0.123750], [-3.902337, 1.524035, -0.198278], [-3.195984, 2.045990, 2.124998], [-4.221200, 0.066478, 3.226333], [-5.115972, 0.505673, 1.768761], [-3.707201, -2.204555, -0.365634], [-4.816610, -0.830246, -0.341027], [-2.638730, -1.890863, 3.191977], [-2.417876, -2.826082, 1.715697], [-1.721525, 0.462795, 3.340899], [-0.883107, 1.177496, 1.961948], [5.240579, -0.682345, -1.609197], [4.114318, -2.005529, -1.356217], [4.092488, -1.070072, -2.885078]],
  "forces_ev_per_angstrom": [[0.143, -0.392, 0.226], [0.154, 0.127, -0.522], [-0.168, 0.133, 0.227], [0.107, -0.108, -0.141], [-0.048, 0.073, 0.040], [-0.107, -0.058, 0.349], [0.113, 0.021, -0.134], [-0.065, 0.094, 0.019], [-0.073, 0.263, 0.022], [0.431, -0.078, -0.901], [-0.327, -0.088, 0.420], [-0.015, 0.068, 0.114], [0.434, -0.560, 0.260], [0.186, 0.372, 0.049], [-0.546, -0.169, -0.019], [0.091, -0.031, -0.003], [0.296, -0.144, 0.100], [-0.101, 0.048, -0.085], [0.035, 0.039, -0.202], [0.000, -0.053, 0.030], [-0.011, 0.192, 0.061], [0.043, 0.070, -0.026], [-0.133, -0.059, 0.052], [-0.072, -0.075, 0.037], [0.063, 0.051, -0.045], [0.107, -0.038, -0.042], [-0.071, 0.056, -0.058], [-0.295, 0.101, 0.455], [0.049, -0.262, -0.122], [-0.004, 0.057, -0.099], [-0.130, 0.043, -0.015], [0.022, 0.119, 0.037], [0.111, 0.093, 0.096], [-0.185, -0.055, 0.000], [-0.057, 0.033, 0.056], [-0.060, 0.048, 0.006], [-0.039, 0.065, 0.015], [-0.075, 0.019, -0.190], [-0.079, -0.051, -0.071], [0.086, 0.221, -0.106], [0.074, 0.010, -0.016], [0.047, -0.047, -0.017], [-0.007, -0.019, 0.061], [0.037, 0.072, -0.038], [-0.031, 0.058, -0.040], [0.011, -0.074, -0.011], [-0.036, -0.043, 0.029], [-0.046, -0.029, 0.005], [-0.036, -0.049, 0.016], [-0.046, -0.023, 0.019], [-0.035, -0.023, 0.018], [-0.044, 0.010, 0.020], [0.046, 0.027, 0.068], [0.028, 0.028, 0.020], [0.108, -0.037, -0.018], [0.068, -0.015, -0.022], [0.053, -0.032, 0.015]],
  "homo_ev": -8.705,
  "orbital_gap_ev": 8.99,
  "de_lowest_ev": 0.1099,
  "smiles": "CCOC(=O)c1c(C)[nH]c(C(=O)COC(=O)[C@@]23C[C@@H]4C[C@@H](C[C@@](Cl)(C4)C2)C3)c1C"
}


# 2
{
  "formula": "C22H28F5N6PdS",
  "method": "wB97M-V/def2-TZVPD",
  "symbols": ["Pd", "C", "N", "C", "C", "N", "C", "C", "C", "C", "C", "C", "N", "C", "N", "C", "C", "N", "C", "C", "N", "C", "C", "H", "H", "H", "H", "H", "H", "H", "H", "H", "H", "H", "H", "H", "H", "H", "H", "H", "H", "H", "H", "H", "H", "H", "H", "H", "H", "H", "H", "F", "C", "C", "F", "C", "F", "C", "S", "C", "F", "C", "F"],
  "positions_angstrom": [[-0.431065, 1.028731, -0.042654], [1.562396, 1.403182, -2.910437], [2.055142, 0.033334, -2.911761], [1.516771, -0.787732, -3.979130], [2.315512, -0.502389, -1.663399], [2.196030, 0.255374, -0.639920], [2.617955, -0.161830, 0.633431], [3.959396, -0.231122, 0.977393], [4.351779, -0.586677, 2.265332], [3.382476, -0.874639, 3.215076], [2.034380, -0.803764, 2.882925], [1.627732, -0.437594, 1.600241], [0.307303, -0.476280, 1.176401], [-0.704822, 0.057571, 1.882518], [-1.931756, -0.635488, 1.944184], [-3.100291, 0.234761, 1.939670], [-2.074704, -1.714412, 0.984946], [-0.532583, 0.936461, 2.976073], [0.361531, 2.062333, 2.900835], [-0.926473, 0.559245, 4.308378], [2.675126, -1.859789, -1.675494], [3.934489, -2.210582, -2.290381], [2.257598, -2.716002, -0.584781], [1.358182, 1.699543, -3.938501], [2.301835, 2.071742, -2.473307], [0.647008, 1.479704, -2.311004], [0.427087, -0.683191, -4.043449], [1.747915, -1.833195, -3.800713], [1.946610, -0.486160, -4.937456], [4.698742, 0.012193, 0.222234], [5.402635, -0.633878, 2.522448], [3.670425, -1.158413, 4.220478], [1.277137, -1.052260, 3.616728], [-3.033596, 0.973940, 2.734644], [-3.991597, -0.374577, 2.097394], [-3.184850, 0.774112, 0.984544], [-1.227359, -2.391923, 1.057049], [-2.119004, -1.334703, -0.047092], [-2.995491, -2.254504, 1.211390], [0.524919, 2.320903, 1.852863], [1.333430, 1.860052, 3.371531], [-0.095380, 2.923112, 3.402982], [-1.565082, -0.320119, 4.272163], [-1.476258, 1.373431, 4.797067], [-0.053565, 0.330328, 4.939945], [4.155036, -1.520645, -3.103751], [3.886564, -3.224291, -2.700817], [4.765279, -2.175264, -1.570389], [1.325695, -2.339848, -0.163384], [3.003135, -2.785744, 0.217047], [2.082559, -3.720851, -0.982987], [-6.727215, 0.618878, -3.032126], [-5.578594, 1.121402, -2.547428], [-4.366663, 0.534186, -2.855950], [-4.344232, -0.547543, -3.654681], [-3.187738, 1.060288, -2.361362], [-2.056616, 0.440852, -2.736713], [-3.136623, 2.181887, -1.526669], [-1.676100, 2.858112, -0.876413], [-4.388397, 2.744209, -1.245966], [-4.478693, 3.820685, -0.449862], [-5.578896, 2.239755, -1.734246], [-6.746189, 2.825125, -1.415676]],
  "forces_ev_per_angstrom": [[-0.244, 0.203, 0.036], [0.086, -0.078, 0.077], [0.145, 0.027, 0.049], [-0.109, -0.065, 0.045], [-0.067, 0.157, -0.045], [0.069, -0.149, 0.051], [-0.043, 0.085, -0.107], [0.040, 0.000, 0.036], [-0.049, -0.007, 0.020], [0.009, 0.002, -0.015], [0.004, 0.009, -0.002], [-0.011, 0.060, -0.043], [-0.052, -0.282, 0.106], [0.275, 0.196, 0.035], [-0.092, -0.071, -0.020], [-0.027, 0.012, -0.041], [0.014, 0.013, 0.006], [-0.093, -0.005, 0.010], [0.043, -0.028, -0.022], [0.028, -0.025, -0.010], [0.021, -0.033, -0.020], [0.006, -0.004, -0.023], [0.031, -0.027, 0.017], [0.011, 0.018, -0.001], [-0.016, 0.016, 0.010], [-0.041, 0.130, -0.137], [0.006, -0.006, 0.011], [0.003, 0.000, -0.022], [0.001, 0.015, 0.005], [0.000, -0.004, -0.003], [0.009, 0.003, -0.012], [0.008, -0.001, 0.000], [-0.001, -0.003, 0.003], [0.018, 0.004, 0.004], [-0.010, 0.012, 0.015], [0.006, -0.034, 0.025], [-0.009, -0.003, 0.000], [0.000, -0.004, 0.001], [-0.002, -0.005, -0.010], [-0.007, 0.005, 0.012], [0.002, 0.011, 0.005], [0.007, 0.000, -0.005], [-0.006, -0.002, -0.002], [-0.005, 0.002, -0.008], [0.004, 0.008, 0.004], [-0.002, -0.003, 0.001], [-0.009, 0.002, 0.004], [-0.004, -0.005, 0.003], [0.004, -0.024, -0.012], [-0.022, -0.007, 0.000], [-0.004, -0.002, 0.000], [-0.005, 0.015, 0.011], [0.031, 0.043, 0.045], [0.025, -0.036, -0.026], [-0.001, 0.023, 0.014], [0.089, -0.034, -0.068], [-0.048, 0.032, 0.025], [-0.274, -0.107, -0.045], [0.257, -0.007, 0.038], [0.006, 0.020, 0.029], [0.019, -0.005, -0.013], [-0.018, -0.054, -0.037], [-0.005, -0.005, -0.006]],
  "homo_ev": -3.669,
  "charge": -1,
  "orbital_gap_ev": 6.45,
  "de_lowest_ev": 0.0000
}


# 3
{
  "formula": "C22H28F5NOPdSi2Te2",
  "method": "wB97M-V/def2-TZVPD",
  "symbols": ["Pd", "C", "Si", "C", "C", "C", "C", "C", "C", "C", "Si", "C", "C", "H", "H", "H", "H", "H", "H", "H", "H", "H", "H", "H", "H", "H", "H", "H", "H", "C", "C", "C", "C", "N", "C", "C", "H", "H", "H", "H", "H", "H", "H", "F", "Te", "F", "F", "F", "F", "O", "Te", "C", "C", "C", "C", "C", "C", "H", "H", "H", "H", "H"],
  "positions_angstrom": [[0.147613, -0.307155, -0.582563], [3.888313, -3.087555, -1.321063], [2.632613, -1.769755, -0.722263], [2.857713, -0.159955, -1.776263], [3.097813, -1.225855, 1.047837], [4.450313, -1.155755, 1.334937], [4.918413, -0.749855, 2.572537], [4.008313, -0.383455, 3.548837], [2.654213, -0.449355, 3.274337], [2.171813, -0.865155, 2.034737], [0.263613, -0.862655, 1.688437], [-0.471987, -2.542955, 2.335537], [-0.432087, 0.457845, 2.940637], [4.899213, -2.827555, -1.017963], [3.866013, -3.204255, -2.399263], [3.638113, -4.051155, -0.887163], [3.889313, -0.052055, -2.111863], [2.604713, 0.753945, -1.227163], [2.235413, -0.199355, -2.670863], [5.157213, -1.436855, 0.566737], [5.985813, -0.721555, 2.764137], [4.358613, -0.061055, 4.524637], [1.950413, -0.171355, 4.047037], [-0.113687, -2.773355, 3.338937], [-0.191387, -3.356655, 1.673637], [-1.560287, -2.498855, 2.361337], [-0.342287, 0.097245, 3.960537], [-1.478687, 0.676945, 2.759837], [0.126513, 1.384745, 2.860437], [0.149413, 6.145645, -0.874963], [0.158413, 4.653345, -0.758263], [-0.753487, 3.843045, -1.455663], [-0.641287, 2.476845, -1.413363], [0.332613, 1.837445, -0.733963], [1.157013, 2.605345, 0.012237], [1.100313, 3.975845, 0.028437], [-0.860987, 6.510845, -1.052963], [0.780713, 6.476245, -1.705863], [0.543313, 6.597845, 0.034237], [-1.532087, 4.292345, -2.054963], [-1.333287, 1.836945, -1.953263], [1.905913, 2.079445, 0.597437], [1.812613, 4.518945, 0.634937], [1.716913, -2.306255, -3.359363], [0.088513, -2.573755, -2.177163], [0.105013, -0.169555, -2.900163], [-0.581987, -3.383955, -3.996563], [-1.073787, -3.932555, -1.034463], [0.967913, -4.328655, -2.290163], [1.225313, -2.491755, -0.479863], [-2.402987, -1.126855, -1.113463], [-4.555087, -0.689655, -0.761463], [-5.429387, -1.339255, -1.633763], [-6.800387, -1.222155, -1.534363], [-7.350687, -0.434955, -0.536363], [-6.507087, 0.213145, 0.346337], [-5.131487, 0.085445, 0.238137], [-4.992187, -1.956955, -2.403163], [-7.447187, -1.744955, -2.227363], [-8.422987, -0.322755, -0.441063], [-6.940387, 0.818245, 1.134737], [-4.498887, 0.599845, 0.946837]],
  "forces_ev_per_angstrom": [[-0.782, 0.163, 0.702], [-0.279, 0.574, 0.347], [2.919, 0.753, -0.212], [-0.221, -0.398, 0.241], [0.034, -0.187, -0.588], [0.358, -0.010, 0.169], [0.193, 0.073, 0.010], [0.272, -0.041, 0.229], [-0.248, 0.058, 0.071], [-0.701, 0.055, -0.213], [-0.338, -0.251, 0.364], [0.267, 0.775, -0.609], [0.316, -0.420, -0.760], [0.281, 0.020, 0.018], [-0.170, 0.123, -0.163], [-0.117, -0.134, 0.142], [0.336, -0.233, 0.115], [0.078, -0.220, 0.007], [-0.061, 0.019, 0.095], [0.174, -0.004, -0.024], [0.002, 0.048, 0.059], [-0.045, 0.000, -0.001], [-0.058, 0.079, 0.122], [0.179, 0.160, 0.163], [0.014, -0.067, -0.198], [-0.070, 0.087, -0.085], [0.065, -0.166, 0.245], [-0.225, -0.034, -0.157], [0.121, 0.276, -0.021], [0.012, 0.001, 0.063], [-0.070, -1.019, -0.029], [0.591, 1.050, 0.288], [0.495, -1.029, 0.025], [-0.050, 1.591, 0.973], [-0.396, -0.921, -0.557], [-0.254, 0.835, -0.328], [-0.009, 0.085, 0.006], [-0.061, -0.067, 0.031], [-0.036, 0.101, 0.029], [-0.094, 0.025, -0.054], [0.122, -0.128, 0.041], [-0.071, -0.052, -0.057], [0.034, 0.099, 0.024], [-0.401, 0.416, 0.984], [-0.410, -5.722, -3.651], [-0.041, 0.170, 0.794], [-0.128, 0.844, 1.163], [0.526, 0.985, -0.508], [0.022, 0.694, 0.351], [-0.936, 0.316, -0.088], [-2.193, 0.658, 0.251], [0.925, -0.139, 0.195], [0.361, -0.160, -0.237], [-0.107, 0.034, -0.013], [-0.256, 0.067, 0.055], [-0.154, 0.116, 0.158], [0.208, 0.158, 0.140], [-0.013, -0.153, -0.185], [0.005, -0.056, -0.084], [-0.083, -0.033, -0.013], [0.067, 0.069, 0.066], [0.104, 0.066, 0.100]],
  "homo_ev": -1.040,
  "charge": -2,
  "orbital_gap_ev": 4.98,
  "de_lowest_ev": 3.9393
}